(1)
Entry from the OMol25 dataset: a single C2H2IN3 molecule at a distorted geometry (ωB97M-V/def2-TZVPD).

```
! RIJCOSX wB97M-V def2-TZVPD def2/J DEFGRID3
* xyz 0 1
C -0.090 1.089 0.383
C 0.266 -0.264 -0.206
N -1.294 -1.861 -1.258
N -0.632 -1.123 -0.752
N 0.560 0.873 -0.860
I 1.741 -1.696 1.224
H -1.172 1.266 0.400
H 0.621 1.715 1.069
*
```

As for the frontier orbital gap (alpha / beta): 6.865 / 6.833 eV. For the HOMO energy (alpha / beta), the calculation gives -8.8 / -8.7 eV. The total energy comes out at -14672.1612 eV. The energy relative to the best compared isomer or geometry (same formula, charge and spin) is 105.36 kcal/mol. As for the LUMO energy (alpha / beta): -1.8883 / -1.8786 eV. The molecular weight comes out at 195.0 g mol⁻¹.


(2)
Entry from the OMol25 dataset: 2 unconnected molecules or ions with the total composition C2H2INO2 at a distorted geometry (ωB97M-V/def2-TZVPD).

```
! RIJCOSX wB97M-V def2-TZVPD def2/J DEFGRID3
* xyz 0 1
C -1.023 -1.345 -0.684
C -1.243 -0.221 -0.318
N -1.096 1.136 0.116
O -0.448 1.256 1.142
O -1.663 2.038 -0.447
I 2.413 -0.394 0.328
H 3.914 -0.093 0.605
H -0.854 -2.377 -0.742
*
```

As for the frontier orbital gap: 9.047 eV. For the HOMO energy, the calculation gives -10.0 eV. As for the SMILES: C#C[N+](=O)[O-].I. The total energy comes out at -15786.0124 eV. The energy relative to the best compared isomer or geometry (same formula, charge and spin) is 140.65 kcal/mol. As for the LUMO energy: -0.9907 eV. The molecular weight comes out at 198.9 g mol⁻¹.


(3)
Entry from the OMol25 dataset: a molecular structure, C2H2INO2S at a distorted geometry (ωB97M-V/def2-TZVPD).

```
! RIJCOSX wB97M-V def2-TZVPD def2/J DEFGRID3
* xyz 0 1
C -1.675 0.396 -0.030
C -0.584 -0.474 -0.027
N -2.556 1.128 -0.134
O 1.163 1.257 1.220
O 1.196 1.039 -1.288
S 1.007 0.493 0.009
I 2.756 -1.144 -0.147
H -0.781 -1.389 -0.751
H -0.527 -1.305 1.149
*
```

As for the frontier orbital gap: 9.056 eV. For the HOMO energy, the calculation gives -10.5 eV. The total energy comes out at -26624.2311 eV. The energy relative to the best compared isomer or geometry (same formula, charge and spin) is 31.67 kcal/mol. As for the LUMO energy: -1.4138 eV. The molecular weight comes out at 231.0 g mol⁻¹.


(4)
Entry from the OMol25 dataset: a molecular structure, C2H2KLiO2 at a distorted geometry (ωB97M-V/def2-TZVPD).

```
! RIJCOSX wB97M-V def2-TZVPD def2/J DEFGRID3
* xyz 1 2
O 1.225 0.174 -0.322
C 0.720 1.360 -0.307
C -0.707 1.433 -0.309
O -1.308 0.305 -0.324
K -0.207 -1.197 1.324
Li 0.464 -0.710 -1.892
H 1.341 2.218 -0.590
H -1.236 2.385 -0.447
*
```

As for the frontier orbital gap (alpha / beta): 7.351 / 9.307 eV. For the HOMO energy (alpha / beta), the calculation gives -11.6 / -13.7 eV. The total energy comes out at -22726.1093 eV. The energy relative to the best compared isomer or geometry (same formula, charge and spin) is 7.43 kcal/mol. As for the LUMO energy (alpha / beta): -4.2517 / -4.4097 eV. The molecular weight comes out at 104.1 g mol⁻¹.


(5)
Entry from the OMol25 dataset: 2 unconnected molecules or ions with the total composition C2H2N2 at a distorted geometry (ωB97M-V/def2-TZVPD).

```
! RIJCOSX wB97M-V def2-TZVPD def2/J DEFGRID3
* xyz 0 1
C -2.396 -0.003 -0.130
C -1.171 -0.498 -0.061
N -3.460 0.472 0.080
N -0.478 -1.512 0.017
H 0.132 1.192 0.607
H 0.429 -1.401 0.409
*
```

As for the frontier orbital gap: 7.174 eV. For the HOMO energy, the calculation gives -9.1 eV. The total energy comes out at -5080.6762 eV. The energy relative to the best compared isomer or geometry (same formula, charge and spin) is 103.98 kcal/mol. As for the LUMO energy: -1.8969 eV. The molecular weight comes out at 54.1 g mol⁻¹.


(6)
Entry from the OMol25 dataset: a single C2H2N2O molecule at a distorted geometry (ωB97M-V/def2-TZVPD).

```
! RIJCOSX wB97M-V def2-TZVPD def2/J DEFGRID3
* xyz 0 1
O 1.409 1.229 -0.038
C 1.144 0.053 0.008
N 0.218 -0.827 0.035
C -1.409 0.023 -0.013
N -1.212 1.183 -0.057
H 1.902 -0.822 0.051
H -2.052 -0.839 0.014
*
```

As for the frontier orbital gap (alpha / beta): 8.584 / 8.583 eV. For the HOMO energy (alpha / beta), the calculation gives -10.8 / -10.8 eV. The total energy comes out at -7129.3825 eV. The energy relative to the best compared isomer or geometry (same formula, charge and spin) is 102.88 kcal/mol. As for the LUMO energy (alpha / beta): -2.2060 / -2.2065 eV. The molecular weight comes out at 70.1 g mol⁻¹.


(7)
Entry from the OMol25 dataset: a single C2H2N2O molecule at a distorted geometry (ωB97M-V/def2-TZVPD).

```
! RIJCOSX wB97M-V def2-TZVPD def2/J DEFGRID3
* xyz 0 1
C 1.021 0.230 -0.005
C -1.062 0.126 -0.012
H 2.034 0.629 0.009
H -2.096 0.261 0.128
N -0.121 0.975 -0.059
N 0.793 -1.047 -0.011
O -0.569 -1.173 -0.049
*
```

As for the frontier orbital gap: 12.080 eV. For the HOMO energy, the calculation gives -11.1 eV. As for the SMILES: c1ncon1. The total energy comes out at -7132.4933 eV. The energy relative to the best compared isomer or geometry (same formula, charge and spin) is 31.14 kcal/mol. As for the LUMO energy: 1.0243 eV. The molecular weight comes out at 70.1 g mol⁻¹.


(8)
Entry from the OMol25 dataset: a single C2H2N2O molecule at a distorted geometry (ωB97M-V/def2-TZVPD).

```
! RIJCOSX wB97M-V def2-TZVPD def2/J DEFGRID3
* xyz 0 1
O 1.674 0.067 -0.041
N 0.905 1.054 0.029
C -0.391 0.856 0.049
C -0.575 -0.588 -0.038
N 0.422 -1.339 -0.104
H -1.097 1.677 0.099
H -0.939 -1.727 0.007
*
```

As for the frontier orbital gap: 10.537 eV. For the HOMO energy, the calculation gives -10.2 eV. The total energy comes out at -7128.6642 eV. The energy relative to the best compared isomer or geometry (same formula, charge and spin) is 119.44 kcal/mol. As for the LUMO energy: 0.2955 eV. The molecular weight comes out at 70.1 g mol⁻¹.


(9)
Entry from the OMol25 dataset: a single C2H2N2O molecule at a distorted geometry (ωB97M-V/def2-TZVPD).

```
! RIJCOSX wB97M-V def2-TZVPD def2/J DEFGRID3
* xyz 0 1
C -0.258 0.418 -0.016
C -1.617 0.082 0.059
H 2.244 -0.878 0.388
H 0.082 1.428 -0.034
N 0.440 -0.607 -0.021
N -2.689 -0.380 -0.175
O 1.797 -0.062 -0.200
*
```

As for the frontier orbital gap: 10.718 eV. For the HOMO energy, the calculation gives -10.8 eV. As for the SMILES: N#C/C=N/O. The total energy comes out at -7130.6096 eV. The energy relative to the best compared isomer or geometry (same formula, charge and spin) is 74.58 kcal/mol. As for the LUMO energy: -0.1241 eV. The molecular weight comes out at 70.1 g mol⁻¹.


(10)
Entry from the OMol25 dataset: a molecular structure, C2H2N2O at a distorted geometry (ωB97M-V/def2-TZVPD).

```
! RIJCOSX wB97M-V def2-TZVPD def2/J DEFGRID3
* xyz 0 1
C -1.434 0.320 -0.068
C 1.160 -0.015 0.050
N -2.365 0.958 0.182
N -0.562 -0.478 -0.547
O 0.380 -1.111 0.319
H 1.648 -0.230 -0.924
H 1.172 0.557 0.987
*
```

As for the frontier orbital gap (alpha / beta): 8.911 / 8.916 eV. For the HOMO energy (alpha / beta), the calculation gives -10.1 / -10.1 eV. The total energy comes out at -7128.1282 eV. The energy relative to the best compared isomer or geometry (same formula, charge and spin) is 131.80 kcal/mol. As for the LUMO energy (alpha / beta): -1.2324 / -1.2300 eV. The molecular weight comes out at 70.1 g mol⁻¹.


(11)
Entry from the OMol25 dataset: 2 unconnected molecules or ions with the total composition C2H2N2O at a distorted geometry (ωB97M-V/def2-TZVPD).

```
! RIJCOSX wB97M-V def2-TZVPD def2/J DEFGRID3
* xyz 0 1
O 0.718 2.011 0.199
C -0.282 1.338 0.074
C -0.244 -0.080 0.306
N 0.652 -0.887 0.120
N 0.926 -2.056 -0.167
H -1.275 1.766 -0.103
H -0.495 -2.092 -0.430
*
```

As for the frontier orbital gap (alpha / beta): 7.469 / 7.471 eV. For the HOMO energy (alpha / beta), the calculation gives -9.5 / -9.5 eV. The total energy comes out at -7127.2134 eV. The energy relative to the best compared isomer or geometry (same formula, charge and spin) is 152.90 kcal/mol. As for the LUMO energy (alpha / beta): -1.9976 / -1.9973 eV. The molecular weight comes out at 70.1 g mol⁻¹.


(12)
Entry from the OMol25 dataset: a molecular structure, C2H2N2O at a distorted geometry (ωB97M-V/def2-TZVPD).

```
! RIJCOSX wB97M-V def2-TZVPD def2/J DEFGRID3
* xyz 0 1
C 1.174 0.261 -0.099
N -0.181 1.124 0.154
N -1.384 -0.890 0.116
C -0.658 0.059 0.377
O 2.234 0.669 0.317
H -2.332 -0.581 -0.115
H 1.146 -0.642 -0.750
*
```

As for the frontier orbital gap: 9.749 eV. For the HOMO energy, the calculation gives -10.1 eV. The total energy comes out at -7130.7409 eV. The energy relative to the best compared isomer or geometry (same formula, charge and spin) is 71.55 kcal/mol. As for the LUMO energy: -0.3628 eV. The molecular weight comes out at 70.1 g mol⁻¹.


(13)
Entry from the OMol25 dataset: a single C2H2N2O2 molecule at a distorted geometry (ωB97M-V/def2-TZVPD).

```
! RIJCOSX wB97M-V def2-TZVPD def2/J DEFGRID3
* xyz 0 1
C -0.914 0.176 0.520
C -0.406 -0.452 -0.729
N -0.383 1.088 1.149
N 1.637 0.777 -0.102
O 2.175 0.164 0.735
O 0.751 -0.279 -1.070
H -1.810 -0.360 0.870
H -1.051 -1.115 -1.372
*
```

As for the frontier orbital gap (alpha / beta): 7.070 / 7.074 eV. For the HOMO energy (alpha / beta), the calculation gives -8.0 / -8.0 eV. The total energy comes out at -9175.0797 eV. The energy relative to the best compared isomer or geometry (same formula, charge and spin) is 154.66 kcal/mol. As for the LUMO energy (alpha / beta): -0.8938 / -0.8945 eV. The molecular weight comes out at 86.1 g mol⁻¹.


(14)
Entry from the OMol25 dataset: a single C2H2N2O2 molecule at a distorted geometry (ωB97M-V/def2-TZVPD).

```
! RIJCOSX wB97M-V def2-TZVPD def2/J DEFGRID3
* xyz 0 1
C 0.322 0.784 0.027
C 1.423 -0.209 -0.062
H -0.972 -1.480 0.728
H -1.546 0.863 -0.388
N -0.947 0.211 0.044
N 2.289 -0.987 -0.071
O -1.113 -1.130 -0.193
O 0.544 1.949 -0.083
*
```

As for the frontier orbital gap: 10.877 eV. For the HOMO energy, the calculation gives -10.9 eV. As for the SMILES: N#CC(=O)NO. The total energy comes out at -9179.0288 eV. The energy relative to the best compared isomer or geometry (same formula, charge and spin) is 63.59 kcal/mol. As for the LUMO energy: -0.0020 eV. The molecular weight comes out at 86.0 g mol⁻¹.


(15)
Entry from the OMol25 dataset: a single C2H2N2O2 molecule at a distorted geometry (ωB97M-V/def2-TZVPD).

```
! RIJCOSX wB97M-V def2-TZVPD def2/J DEFGRID3
* xyz 0 1
C 1.668 0.713 -0.059
C -0.411 0.580 0.389
N -2.156 -0.980 -0.201
N -1.162 -0.372 0.222
O 0.529 1.318 -0.223
O 1.471 -0.368 0.467
H 2.444 1.005 -0.739
H -2.384 -1.896 0.144
*
```

As for the frontier orbital gap: 9.093 eV. For the HOMO energy, the calculation gives -8.7 eV. The total energy comes out at -9176.1987 eV. The energy relative to the best compared isomer or geometry (same formula, charge and spin) is 128.85 kcal/mol. As for the LUMO energy: 0.3766 eV. The molecular weight comes out at 86.1 g mol⁻¹.


(16)
Entry from the OMol25 dataset: a single C2H2N2O2 molecule at a distorted geometry (ωB97M-V/def2-TZVPD).

```
! RIJCOSX wB97M-V def2-TZVPD def2/J DEFGRID3
* xyz 0 1
C 0.686 0.052 0.012
C -0.275 1.086 -0.085
H 2.607 0.742 0.526
H -0.112 2.143 -0.083
N -1.271 -0.838 0.053
N -0.049 -1.080 -0.058
O 2.040 -0.083 -0.038
O -1.506 0.547 0.042
*
```

As for the frontier orbital gap: 9.673 eV. For the HOMO energy, the calculation gives -9.6 eV. As for the SMILES: Oc1conn1. The total energy comes out at -9178.2542 eV. The energy relative to the best compared isomer or geometry (same formula, charge and spin) is 81.45 kcal/mol. As for the LUMO energy: 0.0588 eV. The molecular weight comes out at 86.0 g mol⁻¹.


(17)
Entry from the OMol25 dataset: 2 unconnected molecules or ions with the total composition C2H2N2O2 at a distorted geometry (ωB97M-V/def2-TZVPD).

```
! RIJCOSX wB97M-V def2-TZVPD def2/J DEFGRID3
* xyz 0 1
C 1.573 2.160 -2.882
C 0.028 0.046 -0.002
N 1.958 2.838 -3.754
N 0.483 1.250 -0.240
O 1.016 1.326 -2.158
O 0.733 2.307 0.308
H -0.019 -0.522 -0.798
H -0.295 -0.260 0.949
*
```

As for the frontier orbital gap (alpha / beta): 6.858 / 6.864 eV. For the HOMO energy (alpha / beta), the calculation gives -9.8 / -9.9 eV. The total energy comes out at -9175.3448 eV. The energy relative to the best compared isomer or geometry (same formula, charge and spin) is 148.54 kcal/mol. As for the LUMO energy (alpha / beta): -2.9920 / -2.9890 eV. The molecular weight comes out at 86.1 g mol⁻¹.


(18)
Entry from the OMol25 dataset: 2 unconnected molecules or ions with the total composition C2H2N2O2 at a distorted geometry (ωB97M-V/def2-TZVPD).

```
! RIJCOSX wB97M-V def2-TZVPD def2/J DEFGRID3
* xyz 0 1
C 2.967 0.657 0.379
C -2.586 -0.289 0.378
N 2.151 0.134 -0.258
N -2.291 -1.448 0.317
O -2.838 0.792 0.694
O 1.272 -0.429 -0.792
H 3.910 0.961 0.719
H -1.317 -1.849 0.003
*
```

As for the frontier orbital gap: 11.158 eV. For the HOMO energy, the calculation gives -10.5 eV. As for the SMILES: C#[N+][O-].N=C=O. The total energy comes out at -9178.1515 eV. The energy relative to the best compared isomer or geometry (same formula, charge and spin) is 83.82 kcal/mol. As for the LUMO energy: 0.6643 eV. The molecular weight comes out at 86.1 g mol⁻¹.


(19)
Entry from the OMol25 dataset: a single C2H2N2O2 molecule at a distorted geometry (ωB97M-V/def2-TZVPD).

```
! RIJCOSX wB97M-V def2-TZVPD def2/J DEFGRID3
* xyz 0 1
C 0.009 0.678 -0.001
C -0.211 -1.356 -0.344
H -0.100 2.446 0.555
H -0.586 -2.243 -0.752
N 0.891 0.097 0.690
N 0.825 -1.418 0.489
O -0.420 1.895 -0.121
O -0.844 -0.256 -0.627
*
```

As for the frontier orbital gap: 10.708 eV. For the HOMO energy, the calculation gives -10.2 eV. As for the SMILES: Oc1nnco1. The total energy comes out at -9179.6618 eV. The energy relative to the best compared isomer or geometry (same formula, charge and spin) is 48.99 kcal/mol. As for the LUMO energy: 0.4982 eV. The molecular weight comes out at 86.0 g mol⁻¹.


(20)
Entry from the OMol25 dataset: a single C2H2N2O2S molecule at a distorted geometry (ωB97M-V/def2-TZVPD).

```
! RIJCOSX wB97M-V def2-TZVPD def2/J DEFGRID3
* xyz 0 1
C -0.063 1.816 -0.231
C 0.349 0.441 -0.456
N -0.291 2.874 0.071
N 1.678 0.024 0.041
O 2.324 -0.803 -0.513
O 2.001 0.432 1.154
S -0.965 -0.919 0.300
H 0.320 0.234 -1.488
H -1.435 -0.598 1.514
*
```

As for the frontier orbital gap: 9.434 eV. For the HOMO energy, the calculation gives -10.8 eV. As for the SMILES: N#C[C@H](S)[N+](=O)[O-]. The total energy comes out at -20012.0716 eV. The energy relative to the best compared isomer or geometry (same formula, charge and spin) is 98.65 kcal/mol. As for the LUMO energy: -1.4156 eV. The molecular weight comes out at 118.1 g mol⁻¹.